{
  "formula": "C2H3NO2",
  "method": "wB97M-V/def2-TZVPD",
  "symbols": ["C", "C", "N", "O", "O", "H", "H", "H"],
  "xyz": [[1.455, -0.711, 0.093], [-0.877, 0.394, 0.199], [-0.114, -0.538, -0.469], [2.254, 0.177, 0.027], [-1.112, -1.025, 0.406], [1.508, -1.569, 0.813], [-0.754, 0.973, 1.122], [-1.626, 0.980, -0.402]],
  "e_tot_ha": -283.09679,
  "homo_energy_ev": -9.527,
  "orbital_gap_ev": 9.891,
  "charge": 0,
  "e_above_lowest_kcal_mol": 101.16
}

=====

{
  "formula": "C2H3NO2PS",
  "method": "wB97M-V/def2-TZVPD",
  "symbols": ["C", "C", "N", "O", "O", "P", "S", "H", "H", "H"],
  "xyz": [[-1.557, 0.663, -0.155], [-3.330, -0.176, 0.046], [-1.078, 1.830, -0.152], [-4.252, 0.471, 0.339], [-3.038, -1.339, -0.158], [-0.615, -0.942, -0.091], [1.412, -0.320, 0.275], [-0.099, 1.772, -0.067], [-0.935, -1.346, 1.345], [1.853, -1.419, -0.366]],
  "e_tot_ha": -1022.81558,
  "homo_energy_ev": -3.754,
  "orbital_gap_ev": 6.980,
  "charge": -1,
  "e_above_lowest_kcal_mol": 15.38
}

=====

{
  "formula": "C2H3NO2S",
  "method": "wB97M-V/def2-TZVPD",
  "symbols": ["C", "C", "N", "O", "O", "S", "H", "H", "H"],
  "xyz": [[-0.057, -1.010, -0.381], [0.486, 1.295, 1.117], [0.312, 0.030, 0.608], [1.603, 0.767, 0.656], [-0.074, 2.207, 1.555], [-0.854, -0.627, -1.938], [0.842, -1.470, -0.664], [-0.616, -1.460, 0.332], [-1.644, 0.269, -1.283]],
  "e_tot_ha": -681.28717,
  "homo_energy_ev": -9.700,
  "orbital_gap_ev": 10.288,
  "charge": 0,
  "e_above_lowest_kcal_mol": 108.02
}

=====

{
  "formula": "C2H3NO2S",
  "method": "wB97M-V/def2-TZVPD",
  "symbols": ["C", "C", "H", "H", "H", "N", "O", "O", "S"],
  "xyz": [[-0.547, 0.037, -0.523], [0.849, -0.214, -1.224], [0.563, -0.342, 2.229], [-1.512, 0.362, 1.200], [1.775, -0.191, -0.400], [-0.594, 0.231, 0.755], [0.449, 0.396, 1.625], [1.006, -0.178, -2.433], [-1.988, -0.101, -1.230]],
  "e_tot_ha": -681.31962,
  "homo_energy_ev": -8.850,
  "orbital_gap_ev": 8.134,
  "charge": 0,
  "e_above_lowest_kcal_mol": 87.66
}

=====

{
  "formula": "C2H3NO2S",
  "method": "wB97M-V/def2-TZVPD",
  "symbols": ["C", "C", "N", "O", "O", "S", "H", "H", "H"],
  "xyz": [[1.591, 0.303, -0.007], [0.129, 0.119, -0.003], [2.367, -0.959, -0.002], [1.725, -1.984, -0.036], [3.567, -0.872, 0.037], [2.413, 1.688, -0.012], [-0.177, -0.417, 0.897], [-0.374, 1.080, -0.048], [-0.173, -0.503, -0.848]],
  "e_tot_ha": -681.30544,
  "homo_energy_ev": -9.714,
  "orbital_gap_ev": 7.922,
  "charge": 0,
  "e_above_lowest_kcal_mol": 96.56
}

=====

{
  "formula": "C2H3NO2S",
  "method": "wB97M-V/def2-TZVPD",
  "symbols": ["C", "C", "H", "H", "H", "N", "O", "O", "S"],
  "xyz": [[1.240, 0.165, -0.716], [-1.047, 0.167, -0.189], [-0.389, -0.676, 1.774], [0.744, 0.883, -1.529], [-1.098, 0.715, -1.119], [0.158, -0.119, 0.162], [0.464, -0.682, 1.386], [2.326, -0.267, -0.484], [-2.398, -0.186, 0.716]],
  "e_tot_ha": -681.35309,
  "homo_energy_ev": -9.438,
  "orbital_gap_ev": 9.125,
  "charge": 0,
  "e_above_lowest_kcal_mol": 66.66
}